The following is a quantum chemistry calculation of a cluster of 13 separate species, C40H66N4O14 in total at a distorted geometry, from OMol25.

LUMO energy = 0.00577 Ha
total charge = 0
largest force on an atom = 4.68 eV Å⁻¹
E_HOMO = -7.89 eV
energy relative to the best compared isomer or geometry (same formula, charge and spin) = 0.0 kcal/mol

Last column: Mulliken charge in e.
Cartesian coordinates (Å):
O -7.7873 1.4182 -4.4026  -0.6284
C -7.6625 0.4238 -5.1363  0.5101
O -6.5129 -0.2323 -5.1456  -0.3387
C -6.5084 -1.2638 -6.1553  -0.3834
C -8.0059 -1.4068 -6.5467  -0.5454
C -8.6860 -0.1755 -6.0918  -0.2547
H -6.0643 -2.1969 -5.8085  0.3200
H -5.9896 -0.8150 -7.0024  0.2570
H -8.4231 -2.2311 -5.9682  0.2744
H -8.1004 -1.5074 -7.6279  0.3006
H -9.6229 -0.5283 -5.6608  0.2363
H -8.8873 0.4515 -6.9603  0.2518
O -2.8753 -6.0143 -2.4569  -0.6643
C -3.1597 -7.1549 -2.8808  0.5491
O -2.9115 -8.1684 -2.1007  -0.3113
C -3.3241 -9.4009 -2.6366  -0.4247
C -4.2554 -9.0650 -3.8848  -0.4688
C -3.8925 -7.6215 -4.1522  -0.3456
H -3.8496 -9.9034 -1.8246  0.3263
H -2.4924 -9.9222 -3.1105  0.2637
H -5.3003 -9.2085 -3.6096  0.3013
H -3.8571 -9.7211 -4.6587  0.2560
H -4.7741 -7.0511 -4.4448  0.2681
H -3.2018 -7.4575 -4.9792  0.2493
O 3.7720 5.7566 9.0962  -0.5965
C 4.1436 6.2177 8.0336  0.5492
O 4.3002 5.4794 6.9297  -0.3541
C 4.7540 6.2367 5.7635  -0.4052
C 5.3409 7.5360 6.3383  -0.3772
C 4.4968 7.6476 7.5916  -0.4563
H 3.9045 6.3277 5.0866  0.2658
H 5.5092 5.6165 5.2807  0.2821
H 5.1690 8.3189 5.5996  0.2779
H 6.4129 7.4009 6.4818  0.2623
H 3.5742 8.2159 7.4737  0.2607
H 5.0271 8.0942 8.4328  0.2912
O -8.1619 -4.0918 -0.7131  -0.5694
C -8.1961 -3.1060 -0.0467  0.4546
O -9.3491 -2.4358 0.2881  -0.3731
C -9.1176 -1.2670 1.0993  -0.3320
C -7.6823 -1.5372 1.6154  -0.5302
C -7.0706 -2.4199 0.5784  -0.2686
H -9.8186 -1.2243 1.9329  0.2611
H -9.2382 -0.3374 0.5431  0.2576
H -7.6310 -1.9966 2.6026  0.2864
H -7.1064 -0.6138 1.6766  0.3041
H -6.3039 -3.1067 0.9371  0.3200
H -6.6922 -1.7219 -0.1684  0.1895
O 6.2538 0.0056 3.9975  -0.5950
C 7.0172 -0.8802 3.6269  0.4992
O 6.6512 -2.1797 3.6770  -0.3337
C 7.7384 -3.0502 3.3175  -0.3224
C 8.7655 -2.1211 2.5819  -0.5386
C 8.4432 -0.7113 3.1482  -0.3754
H 7.4956 -3.7817 2.5468  0.2355
H 8.1221 -3.7663 4.0442  0.2890
H 8.5865 -2.1046 1.5069  0.2893
H 9.7585 -2.4586 2.8789  0.3165
H 8.5567 0.1253 2.4588  0.3165
H 9.0609 -0.6322 4.0428  0.2191
C -2.3180 -0.6967 4.8472  -0.4712
O -2.5642 0.5983 4.4205  -0.5072
H -2.7215 -1.3993 4.1180  0.1991
H -1.2523 -0.8855 4.7178  0.2296
H -2.6572 -0.8815 5.8665  0.2433
H -2.1002 0.7649 3.5967  0.2992
C 3.3822 -5.5262 -2.3078  -0.4977
O 4.3627 -5.1599 -1.3525  -0.4728
H 3.5317 -4.9587 -3.2263  0.2479
H 3.3780 -6.5839 -2.5712  0.2403
H 2.4218 -5.2699 -1.8606  0.1916
H 5.1569 -5.3282 -1.8650  0.2900
C -4.7590 8.5178 1.0351  -0.5336
O -4.0935 7.3615 0.8119  -0.4695
H -5.8137 8.5718 0.7656  0.2508
H -4.7426 8.7385 2.1024  0.2416
H -4.3408 9.3035 0.4060  0.2111
H -4.6587 6.6156 1.0256  0.2993
C 6.4792 5.2081 -0.4580  -0.5377
O 7.2790 4.1230 -0.7933  -0.4851
H 6.9883 6.0172 0.0657  0.2419
H 6.1542 5.7202 -1.3637  0.2308
H 5.6127 4.9053 0.1299  0.2448
H 6.7778 3.5975 -1.4212  0.3009
N 6.0010 0.0645 -3.2154  0.0114
C 7.1968 0.2633 -3.8785  -0.5559
C 7.0928 1.3670 -4.6907  -0.2235
C 5.8151 1.8626 -4.5131  -0.3951
C 5.1231 1.0403 -3.6613  -0.5913
H 5.7872 -0.6600 -2.5450  0.1926
H 8.0443 -0.3809 -3.6961  0.3727
H 7.8133 1.7342 -5.4065  0.3878
H 5.5184 2.7518 -5.0495  0.3824
H 4.1526 0.9569 -3.1948  0.4233
N -0.7283 -7.4916 5.9380  0.0024
C -2.0898 -7.4564 5.9190  -0.5270
C -2.4525 -6.6686 4.8125  -0.3938
C -1.2940 -6.3578 4.1412  -0.4531
C -0.1840 -6.9299 4.8436  -0.3287
H -0.2081 -7.9484 6.6734  0.1966
H -2.7018 -7.8921 6.6949  0.3578
H -3.4372 -6.3233 4.5339  0.3858
H -1.1660 -5.7335 3.2693  0.3913
H 0.8899 -6.9692 4.7360  0.3699
N -0.5448 -0.4603 0.1842  0.0534
C -1.0392 0.7496 -0.1822  -0.5687
C -0.2054 1.7552 0.3121  -0.2594
C 0.8198 1.1195 1.0418  -0.4276
C 0.5627 -0.2879 0.8913  -0.6315
H -0.9561 -1.3448 -0.0777  0.1839
H -1.9358 0.8608 -0.7741  0.4081
H -0.3558 2.8143 0.1633  0.4094
H 1.7025 1.6081 1.4272  0.4167
H 1.1164 -1.1347 1.2689  0.4242
N 1.2265 8.9937 -5.8954  -0.0057
C 2.2521 8.2822 -5.3423  -0.4051
C 1.7753 7.4884 -4.3474  -0.4018
C 0.4242 7.8036 -4.1147  -0.4167
C 0.1180 8.7726 -5.1340  -0.5205
H 1.3948 9.7081 -6.5892  0.2251
H 3.2298 8.4748 -5.7588  0.3544
H 2.3619 6.7256 -3.8570  0.4122
H -0.1948 7.4585 -3.2998  0.3928
H -0.7695 9.3484 -5.3515  0.3652

---

The following is a quantum chemistry calculation of a structure of composition C27H91O36Zr at a distorted geometry, from OMol25.

LUMO energy = -0.04911 Ha
total charge = +1
largest force on an atom = 6.97 eV Å⁻¹
E_HOMO = -8.25 eV

Last column: Mulliken charge in e.
Cartesian coordinates (Å):
Zr 15.6287 9.5651 14.0081  0.9120
C 14.9189 12.8178 14.7673  0.9986
O 14.1733 13.6821 14.4822  -0.5217
O 15.8024 12.1254 14.9524  -0.5683
O 13.8478 10.6257 13.8452  -1.0044
O 16.3491 7.7855 13.0914  -0.9625
H 16.9650 7.2033 13.4248  0.0435
C 19.9478 11.8722 11.7363  -0.0990
C 20.5488 10.8851 12.6539  1.4690
O 21.8991 11.0659 12.7135  -0.6390
O 18.5931 12.2313 12.0176  -0.4373
H 19.9877 11.3499 10.7543  0.1350
H 20.6184 12.7700 11.6949  0.2848
H 20.3347 9.8768 12.3485  -0.6811
H 20.1580 10.9801 13.7584  -0.4586
H 22.3815 10.3937 12.2084  0.3849
H 17.9465 12.3608 11.2839  0.0255
C 17.5122 15.1919 7.0457  -0.2491
C 17.6135 14.9878 8.5604  -0.1503
O 16.4289 15.1496 9.2414  -0.4323
O 16.6577 14.1178 6.6024  -0.4665
H 18.5435 15.1769 6.6370  0.2838
H 16.9486 16.1031 6.7737  0.2137
H 18.4264 15.6128 8.9900  0.2499
H 17.9388 13.9866 8.7831  0.1417
H 16.0728 16.0021 8.9216  0.2203
H 16.2832 14.3067 5.8134  0.2555
C 8.8236 10.4502 16.4488  -0.2647
C 7.6990 9.3450 16.2396  -0.2349
O 7.0883 9.6901 14.9777  -0.4962
O 9.4480 10.2687 17.7363  -0.4996
H 8.4723 11.4589 16.3238  0.3532
H 9.6113 10.3974 15.7234  0.0504
H 7.0357 9.2200 17.0981  0.4014
H 8.2733 8.3552 16.1073  0.1785
H 6.4017 9.0581 14.8335  0.2734
H 8.8631 10.4707 18.4439  0.2840
C 15.3073 8.1795 21.6923  -0.4957
C 15.4336 8.5080 20.2276  -0.1089
O 16.7722 8.3169 19.8432  -0.4911
O 15.7098 6.8120 21.9198  -0.5373
H 14.2598 8.4014 22.0289  0.3675
H 15.9938 8.8528 22.2656  0.2798
H 15.1546 9.4992 19.9881  0.0756
H 14.8365 7.8515 19.6375  0.3145
H 17.0323 7.4800 20.1780  0.2588
H 15.3762 6.4749 22.7542  0.2967
C 19.1885 9.8778 18.1541  -0.6297
C 19.8328 10.7625 17.1429  -0.2180
O 20.5191 9.9314 16.1836  -0.4863
O 18.1884 8.9778 17.6528  -0.3167
H 18.7926 10.4744 18.9948  0.3919
H 20.0063 9.2539 18.5123  0.3291
H 20.4905 11.5338 17.6097  0.5670
H 19.0132 11.3440 16.6723  -0.0363
H 21.2456 10.4908 15.8568  0.2798
H 17.7905 8.4926 18.3746  0.2398
C 12.3730 15.2244 11.1052  -0.0682
C 12.5945 16.6629 10.5813  -0.2976
O 11.7913 16.8319 9.3868  -0.5427
O 10.9683 14.9004 10.9797  -0.6316
H 12.6163 15.1927 12.1341  0.2792
H 12.8963 14.5351 10.4740  0.1324
H 13.6478 16.7914 10.3519  0.1472
H 12.3694 17.3460 11.4325  0.3627
H 11.6190 17.7541 9.2860  0.2912
H 10.5732 15.4528 10.2508  0.2996
C 10.9887 6.5934 11.3968  -0.3701
C 11.1955 6.8869 12.8619  -0.3364
O 11.5151 8.2558 13.1730  -0.4426
O 12.2684 6.8565 10.7396  -0.4061
H 10.1596 7.3170 11.1282  0.1583
H 10.5586 5.5565 11.1796  0.3752
H 12.0368 6.2390 13.1953  0.2546
H 10.2843 6.6035 13.3923  0.3473
H 10.6668 8.7165 13.3907  0.0379
H 12.3780 6.3819 9.9032  0.2316
C 16.1344 11.6621 9.4248  -0.3920
C 17.2905 10.7135 9.2164  -0.5151
O 17.6409 10.0655 10.4492  -0.0602
O 16.5382 12.6356 10.3957  -0.4380
H 15.1754 11.1674 9.6631  0.1292
H 16.0278 12.1471 8.4786  0.4437
H 18.1186 11.2579 8.6654  0.2498
H 16.8995 9.9345 8.5862  0.5062
H 18.0607 9.1862 10.2620  0.2369
H 16.2251 13.6146 10.3146  0.2069
C 20.0546 7.3259 10.0033  -0.5544
C 19.7171 6.1159 9.0327  -0.6041
O 19.0592 5.2209 9.9215  -0.4673
O 18.8863 7.7918 10.6380  -0.3341
H 20.4652 8.1244 9.4368  0.5428
H 20.7817 6.9859 10.7211  0.1879
H 20.6130 5.6393 8.6041  0.4050
H 19.0875 6.4716 8.2513  0.2865
H 18.9341 4.3674 9.5044  0.2795
H 18.6525 7.1853 11.3780  0.0776
C 20.1800 7.3054 14.1256  0.3036
C 19.9020 5.9140 13.7260  -0.7057
O 18.8386 6.1098 12.8043  -0.3329
O 19.1650 7.6844 15.1136  -0.5300
H 19.8231 7.7952 13.1939  -0.4334
H 21.2172 7.4164 14.4745  0.4367
H 19.6004 5.3023 14.5781  0.3224
H 20.7262 5.4502 13.1108  0.3566
H 18.5715 5.2504 12.4458  0.1614
H 19.5267 8.1121 15.8894  0.0391
C 13.0876 11.7974 19.7307  -0.6967
C 13.0631 12.0511 18.2324  -0.0558
O 14.3602 11.8300 17.6394  -0.5163
O 14.0988 12.5555 20.4794  -0.5242
H 13.2224 10.7622 19.7396  0.3414
H 12.1172 12.0592 20.1612  0.3540
H 12.8966 13.1511 18.0866  0.2057
H 12.3105 11.4262 17.7118  0.2371
H 14.9772 11.9324 18.4247  0.2530
H 13.8082 13.4727 20.5813  0.2872
C 12.0448 15.2141 22.4985  -0.4044
C 13.2086 16.1516 22.5928  -0.3510
O 13.0995 17.1552 21.5408  -0.5521
O 12.0805 14.7209 21.1571  -0.4659
H 11.0044 15.6484 22.7791  0.2720
H 12.1533 14.3790 23.1900  0.3142
H 14.1908 15.7204 22.6154  0.3132
H 13.0690 16.7083 23.5172  0.3066
H 13.8744 17.0723 20.9604  0.3003
H 11.8220 15.5077 20.6468  0.3023
C 9.8087 10.4249 11.6305  -0.8934
C 10.8029 11.6196 11.9807  0.4222
O 10.0794 12.6161 12.5817  -0.5464
O 9.3413 9.7025 12.7487  -0.5167
H 10.2528 9.7670 10.8933  0.3450
H 8.9006 10.6921 11.1082  0.4516
H 11.3778 11.9696 11.1214  0.3249
H 11.5209 11.1428 12.6395  -0.2338
H 10.3292 13.4370 12.1666  0.3510
H 8.7548 10.2319 13.2434  0.2273
O 14.9649 9.7153 16.3199  -0.0903
H 14.5943 10.5842 16.5811  0.1936
H 14.2847 9.1122 16.5384  0.0844
O 17.3199 9.5300 15.3685  -0.4996
H 17.3230 9.3353 16.3042  0.2265
H 18.1117 9.0419 14.9607  0.3113
O 16.8063 10.6470 12.7822  1.6429
H 17.1054 10.3709 11.7622  -0.1456
H 17.5474 11.3766 12.8652  0.4257
O 16.1767 17.7037 8.4380  -0.5575
H 16.0677 18.5106 8.9964  0.2615
H 15.7271 17.9208 7.6664  0.2659
O 13.8639 7.9931 14.5033  -0.3338
H 12.9862 8.2212 14.0580  0.3332
H 14.1198 7.0768 14.2488  0.1998
O 14.5198 9.2111 11.7266  -0.1942
H 13.5951 9.2794 11.9940  0.1031
H 14.4732 8.3385 11.2258  0.2201

---

Calculated values (eV) of frontier orbital gap for the records, taken in order: 8.05; 6.92.